{"formula": "C42H37As2MnN7SSe2", "method": "ωB97M-V with the def2-TZVPD basis set", "fmax_ev_per_a": 0.9, "charge": 2, "spin_multiplicity": 4, "gap_ev": [7.3, 7.2], "e_above_lowest_kj_mol": 86.22, "species": ["Mn", "Se", "N", "C", "C", "C", "C", "C", "N", "C", "C", "N", "C", "C", "C", "C", "C", "N", "H", "H", "H", "H", "H", "H", "C", "C", "As", "C", "C", "C", "C", "C", "C", "C", "C", "C", "C", "C", "C", "As", "C", "C", "C", "C", "C", "C", "C", "C", "C", "C", "C", "C", "H", "H", "H", "H", "H", "H", "H", "H", "H", "H", "H", "H", "H", "H", "H", "H", "H", "H", "H", "H", "H", "H", "H", "H", "Se", "C", "C", "C", "N", "N", "C", "N", "S", "H", "H", "H", "H", "H", "H", "H"], "positions_angstrom": [[-0.87734, 1.21668, -0.14847], [1.75357, 6.85274, -4.45002], [2.30616, 6.13658, -2.93283], [1.42730, 5.22662, -2.62225], [1.52630, 4.39280, -1.42654], [2.53688, 4.51997, -0.47150], [2.54696, 3.66335, 0.60717], [1.55053, 2.70656, 0.71279], [0.58092, 2.57858, -0.18664], [0.56608, 3.40980, -1.24251], [-0.53596, 3.21762, -2.18686], [-1.38861, 2.20653, -1.90610], [-2.42403, 2.00636, -2.71332], [-2.66806, 2.80176, -3.82680], [-1.79171, 3.81876, -4.12908], [-0.68838, 4.03121, -3.29892], [0.32824, 5.05295, -3.54369], [0.32532, 5.82666, -4.59183], [3.29419, 5.28409, -0.60661], [3.31490, 3.72062, 1.36797], [1.52370, 2.02913, 1.55347], [-3.07166, 1.17309, -2.47724], [-3.53338, 2.60126, -4.44527], [-1.93197, 4.45197, -4.99894], [0.74386, -0.92146, 1.52514], [-0.31405, -2.01054, 1.73205], [-1.24789, -2.61510, 0.10770], [-0.64106, -3.53083, -1.49484], [-1.72793, -4.09179, -2.17152], [-1.53471, -4.67505, -3.41241], [-0.26731, -4.69419, -3.98060], [0.80145, -4.12119, -3.30814], [0.62064, -3.53238, -2.06331], [-2.48576, -3.85702, 0.87787], [-3.66476, -3.42745, 1.46933], [-4.46856, -4.34882, 2.12449], [-4.08568, -5.68216, 2.19188], [-2.89667, -6.10534, 1.60761], [-2.08885, -5.19256, 0.94476], [2.35564, -1.75478, 0.70036], [3.44988, -2.00578, 2.28357], [4.65054, -2.68989, 2.06588], [5.46790, -3.03801, 3.13050], [5.08190, -2.72805, 4.42817], [3.88562, -2.06256, 4.65474], [3.06951, -1.70226, 3.58707], [3.19452, -0.24285, -0.19640], [2.58196, 0.20920, -1.36495], [3.17836, 1.19834, -2.13664], [4.38983, 1.75095, -1.73912], [5.00695, 1.30282, -0.57769], [4.41778, 0.29991, 0.18638], [1.00669, -0.43544, 2.45844], [0.32981, -0.12977, 0.91895], [-1.16338, -1.67783, 2.32155], [0.10539, -2.89572, 2.20865], [-2.71587, -4.07660, -1.73970], [-2.37754, -5.11522, -3.93261], [-0.11339, -5.16201, -4.94522], [1.79172, -4.13297, -3.74909], [1.46828, -3.11152, -1.56000], [-3.95816, -2.38765, 1.40767], [-5.39761, -4.02705, 2.58016], [-4.72069, -6.39911, 2.69837], [-2.60174, -7.14594, 1.66491], [-1.16781, -5.51634, 0.48113], [4.94390, -2.94899, 1.05662], [6.39676, -3.56523, 2.94952], [5.71104, -3.01266, 5.26356], [3.58260, -1.82229, 5.66622], [2.14587, -1.18303, 3.80143], [1.66185, -0.24101, -1.70384], [2.71314, 1.51618, -3.06416], [4.86027, 2.51656, -2.34597], [5.95835, 1.72436, -0.26927], [4.91232, -0.06287, 1.08040], [-2.27179, -0.71890, -0.67052], [-5.37307, 1.87104, 0.08205], [-4.55073, 1.27238, 1.23685], [-3.45640, 2.19239, 1.67966], [-2.19434, 2.06652, 1.40872], [-1.39686, 3.07979, 1.95173], [-2.09962, 3.95238, 2.60712], [-1.58351, 5.03470, 3.22758], [-3.80096, 3.60324, 2.61218], [-6.15265, 1.17525, -0.22595], [-4.73362, 2.07710, -0.77888], [-5.85384, 2.80620, 0.37913], [-4.09571, 0.33727, 0.92958], [-5.20591, 1.06927, 2.08518], [-0.58759, 5.16820, 3.24737], [-2.15825, 5.64847, 3.77264]], "forces_ev_per_a": [[-0.9, -0.2, 0.0], [0.4, 0.6, -0.5], [-0.1, 0.1, 0.0], [-0.3, -0.4, 0.2], [0.0, 0.1, -0.1], [0.0, 0.1, -0.1], [0.1, 0.1, 0.1], [0.0, -0.1, 0.0], [0.3, 0.2, 0.1], [-0.2, -0.1, -0.1], [0.0, -0.1, 0.1], [0.3, 0.0, 0.2], [0.0, -0.1, 0.0], [-0.1, 0.0, -0.1], [0.1, 0.1, -0.1], [0.1, 0.1, -0.1], [0.0, -0.3, 0.4], [0.0, 0.1, 0.0], [0.0, -0.1, 0.0], [0.0, 0.0, -0.1], [0.0, -0.1, 0.0], [0.0, 0.0, 0.0], [0.1, 0.0, 0.0], [0.0, -0.1, 0.1], [0.0, -0.7, 0.3], [0.7, 0.0, -0.4], [-0.1, 0.1, 0.0], [-0.2, 0.0, 0.2], [0.2, 0.0, -0.1], [0.0, 0.0, 0.0], [0.0, 0.0, 0.0], [0.0, 0.0, -0.1], [0.0, -0.1, -0.1], [0.1, 0.0, 0.1], [0.0, 0.0, 0.0], [-0.1, 0.0, 0.0], [0.0, 0.0, 0.0], [0.0, 0.0, 0.0], [-0.2, 0.1, 0.1], [-0.2, 0.0, 0.0], [0.1, -0.2, 0.0], [-0.1, 0.1, 0.1], [0.0, 0.0, 0.0], [0.0, 0.0, 0.1], [0.0, 0.0, 0.0], [0.2, 0.0, 0.0], [0.0, 0.1, 0.1], [0.4, 0.1, 0.0], [-0.1, 0.0, 0.0], [0.0, 0.0, 0.0], [0.0, 0.0, 0.0], [-0.1, 0.1, 0.0], [-0.1, 0.0, 0.2], [0.0, 0.4, -0.7], [-0.2, 0.1, 0.1], [0.0, -0.1, 0.0], [-0.2, 0.0, 0.0], [0.1, 0.0, 0.0], [0.0, 0.0, 0.0], [-0.1, 0.0, 0.0], [0.2, 0.1, 0.2], [0.0, 0.1, 0.0], [0.1, 0.0, 0.0], [0.0, 0.0, 0.0], [0.0, 0.1, 0.0], [0.1, -0.1, 0.0], [0.0, -0.1, -0.1], [0.0, 0.0, 0.0], [0.0, 0.0, -0.1], [0.0, 0.0, 0.0], [0.0, 0.0, 0.0], [-0.3, -0.2, -0.1], [0.0, 0.0, 0.1], [0.0, -0.1, 0.0], [-0.1, -0.1, 0.0], [0.0, 0.0, 0.0], [-0.1, -0.3, -0.3], [0.1, 0.0, 0.1], [-0.2, 0.3, -0.1], [0.0, -0.2, -0.1], [0.5, 0.7, 0.3], [-0.1, -0.3, -0.1], [0.0, 0.0, 0.1], [-0.1, -0.1, -0.2], [-0.1, 0.0, 0.1], [0.0, 0.0, 0.0], [0.0, 0.0, 0.0], [0.0, -0.1, 0.0], [0.0, -0.1, 0.0], [0.0, 0.0, 0.0], [0.0, -0.1, 0.0], [0.0, 0.0, 0.0]], "mulliken_spin": [2.973, -0.002, -0.001, -0.002, -0.004, 0.015, -0.008, 0.036, -0.006, 0.065, -0.079, -0.033, 0.000, -0.002, 0.011, -0.004, -0.001, 0.000, -0.001, 0.000, -0.003, -0.002, -0.001, 0.000, -0.033, -0.008, 0.007, -0.002, 0.001, 0.000, 0.000, 0.000, 0.000, -0.006, 0.004, 0.001, 0.000, 0.000, -0.001, -0.003, 0.000, 0.000, 0.000, 0.000, 0.000, 0.000, 0.005, 0.064, 0.016, 0.000, 0.000, -0.001, -0.003, 0.021, 0.000, 0.000, 0.000, 0.000, 0.000, 0.000, 0.000, 0.002, 0.000, 0.000, 0.000, 0.000, 0.000, 0.000, 0.000, 0.000, 0.000, -0.068, 0.000, 0.001, 0.000, 0.000, -0.005, 0.000, 0.005, 0.023, 0.023, -0.003, 0.000, -0.001, 0.009, 0.001, -0.001, 0.000, -0.003, 0.001, 0.000, 0.000]}



{"formula": "C42H37BEuN5O3P2S", "method": "ωB97M-V with the def2-TZVPD basis set", "fmax_ev_per_a": 4.0, "charge": -1, "spin_multiplicity": 8, "gap_ev": [4.8, 7.2], "species": ["Eu", "B", "N", "C", "C", "C", "N", "N", "C", "C", "C", "N", "H", "H", "H", "H", "H", "H", "H", "H", "O", "S", "O", "O", "C", "C", "C", "C", "C", "C", "P", "C", "C", "C", "C", "C", "C", "C", "C", "C", "C", "C", "C", "H", "H", "H", "H", "H", "H", "H", "H", "H", "H", "H", "H", "H", "H", "N", "P", "C", "C", "C", "C", "C", "C", "C", "C", "C", "C", "C", "C", "C", "C", "C", "C", "C", "C", "H", "H", "H", "H", "H", "H", "H", "H", "H", "H", "H", "H", "H", "H", "H"], "positions_angstrom": [[1.16303, 1.05800, -1.29827], [2.24102, -0.57473, -3.34645], [3.15928, -1.03510, -2.17023], [4.17214, -1.91536, -2.21398], [4.87570, -1.83122, -1.02862], [4.20333, -0.83781, -0.30745], [3.17311, -0.36431, -1.00117], [2.81149, 0.82808, -3.72153], [3.40085, 1.23642, -4.85668], [3.98881, 2.46498, -4.62686], [3.70238, 2.73147, -3.28392], [2.99938, 1.74232, -2.74782], [2.36088, -1.32919, -4.26870], [1.08025, -0.47765, -2.94444], [4.32118, -2.54820, -3.07367], [5.74726, -2.39352, -0.73678], [4.41385, -0.45907, 0.68047], [3.36068, 0.63637, -5.75137], [4.53905, 3.07517, -5.32296], [3.95892, 3.59547, -2.69205], [0.93815, 4.34825, -3.22947], [0.33646, 3.47926, -2.26032], [1.14787, 3.23584, -1.04194], [-0.09421, 2.16453, -2.78245], [-1.10700, 4.30286, -1.61269], [-1.34113, 5.63234, -1.91732], [-2.37991, 6.29908, -1.28642], [-3.15339, 5.63611, -0.34377], [-2.90728, 4.30368, -0.04306], [-1.88642, 3.60916, -0.68972], [-1.42125, 1.85288, -0.34992], [-1.70771, 1.88680, 1.46508], [-2.89161, 1.66028, 2.15395], [-2.91854, 1.75311, 3.53955], [-1.76895, 2.07244, 4.24391], [-0.58145, 2.30645, 3.56244], [-0.55477, 2.21364, 2.18100], [-2.81820, 0.98231, -1.16948], [-4.11136, 1.47441, -1.33217], [-5.05742, 0.74439, -2.03875], [-4.72967, -0.48405, -2.59232], [-3.44194, -0.98043, -2.44100], [-2.49154, -0.24898, -1.74546], [-0.70195, 6.12507, -2.63880], [-2.58134, 7.33619, -1.52343], [-3.95186, 6.16288, 0.16578], [-3.50096, 3.80629, 0.71269], [-3.79294, 1.38663, 1.61667], [-3.84451, 1.57179, 4.07323], [-1.79563, 2.13171, 5.32524], [0.32317, 2.54517, 4.10834], [0.36124, 2.40194, 1.63312], [-4.38685, 2.44087, -0.92880], [-6.05656, 1.14546, -2.16605], [-5.46832, -1.04887, -3.14794], [-3.17126, -1.93763, -2.86980], [-1.48863, -0.64003, -1.60994], [0.20609, -0.54660, -0.00607], [0.38525, -1.71275, 0.96884], [-1.12053, -2.16910, 1.95320], [-1.16435, -3.08654, 3.00081], [-2.37068, -3.39871, 3.61033], [-3.55129, -2.82015, 3.16448], [-3.51866, -1.91699, 2.11298], [-2.30671, -1.59304, 1.51935], [1.67645, -1.51424, 2.27676], [2.15047, -2.52241, 3.11206], [3.07127, -2.22987, 4.10864], [3.52532, -0.92946, 4.27761], [3.07323, 0.07793, 3.43698], [2.15496, -0.21945, 2.44065], [0.79424, -3.35094, 0.23818], [2.10498, -3.79245, 0.08613], [2.37264, -4.97210, -0.59438], [1.33260, -5.71864, -1.12869], [0.02300, -5.27436, -1.00011], [-0.24283, -4.09323, -0.32571], [-0.25623, -3.55986, 3.35102], [-2.39353, -4.11186, 4.42654], [-4.49244, -3.07387, 3.63810], [-4.43746, -1.46787, 1.75317], [-2.24467, -0.89576, 0.69819], [1.82657, -3.54547, 2.96421], [3.44166, -3.01678, 4.75522], [4.24009, -0.70345, 5.06017], [3.44386, 1.08903, 3.55953], [1.79768, 0.53866, 1.75601], [2.91664, -3.20190, 0.49428], [3.39597, -5.30623, -0.71819], [1.54070, -6.64907, -1.64356], [-0.78732, -5.85035, -1.43123], [-1.26189, -3.73608, -0.22305]], "forces_ev_per_a": [[1.2, -3.4, 1.8], [0.1, 0.1, 0.2], [0.1, -0.3, 0.0], [0.0, -0.1, 0.0], [0.1, 0.0, 0.0], [-0.1, 0.0, 0.0], [0.9, -0.8, 0.3], [0.2, -0.1, -0.3], [0.0, 0.0, -0.1], [0.0, 0.0, 0.0], [0.0, -0.1, 0.0], [0.8, 0.6, -0.9], [-0.1, -0.1, -0.1], [0.3, -0.4, -0.6], [0.0, 0.1, 0.0], [0.0, 0.0, 0.0], [0.0, 0.0, 0.0], [0.0, -0.1, 0.1], [0.0, 0.0, 0.0], [-0.1, 0.0, 0.0], [-0.1, 0.2, 0.0], [0.0, 0.9, -0.4], [-0.1, 2.9, -0.1], [-1.1, 1.7, -1.6], [0.1, -0.2, 0.1], [0.1, 0.0, -0.2], [0.0, 0.0, 0.0], [-0.1, 0.0, 0.0], [0.1, 0.1, -0.1], [-0.2, 0.0, 0.1], [-1.0, 0.3, 0.7], [0.0, -0.1, -0.2], [0.0, -0.1, 0.0], [-0.1, 0.0, 0.0], [0.0, 0.0, 0.1], [0.0, 0.0, 0.0], [-0.2, 0.0, 0.1], [0.0, -0.1, 0.1], [0.0, 0.0, 0.0], [-0.1, 0.1, 0.0], [0.1, 0.0, 0.0], [-0.1, 0.0, 0.0], [-0.1, 0.0, 0.0], [0.0, 0.0, 0.0], [0.0, 0.0, 0.0], [0.0, 0.0, 0.0], [0.0, 0.0, 0.0], [0.0, 0.0, 0.0], [0.0, 0.0, 0.0], [0.0, 0.0, 0.0], [0.0, 0.0, 0.0], [0.0, 0.0, 0.0], [0.0, 0.0, 0.0], [0.0, 0.0, 0.0], [0.0, 0.0, 0.0], [0.0, 0.0, 0.0], [0.0, 0.0, 0.0], [-0.7, -1.3, 1.3], [0.0, 0.0, -0.1], [0.1, -0.1, -0.1], [0.0, 0.1, 0.0], [0.1, -0.1, 0.0], [-0.1, 0.1, 0.0], [-0.1, 0.0, 0.0], [0.0, -0.1, 0.1], [-0.2, 0.1, -0.1], [0.1, 0.1, 0.0], [0.0, -0.1, 0.0], [0.0, 0.0, 0.0], [0.0, 0.0, 0.0], [0.1, -0.1, 0.1], [-0.1, 0.1, 0.0], [-0.1, 0.1, 0.0], [0.0, 0.0, 0.0], [0.0, 0.0, 0.0], [0.0, 0.0, 0.0], [0.1, 0.0, 0.1], [0.0, 0.0, 0.0], [0.0, 0.0, 0.0], [0.0, 0.0, 0.0], [0.0, 0.0, 0.0], [-0.1, 0.1, 0.0], [0.0, 0.0, 0.0], [0.0, 0.0, 0.0], [0.0, 0.0, 0.0], [0.0, 0.0, 0.0], [-0.1, 0.1, 0.0], [0.0, 0.0, -0.1], [0.0, 0.0, 0.0], [0.0, 0.0, 0.0], [0.0, 0.0, 0.0], [0.0, -0.1, 0.0]], "mulliken_spin": [6.930, -0.034, 0.010, 0.004, -0.001, 0.002, -0.003, 0.005, 0.004, -0.002, 0.003, 0.007, -0.001, 0.025, 0.001, 0.000, 0.001, 0.001, 0.000, 0.000, -0.001, 0.006, 0.007, 0.008, -0.004, 0.000, 0.001, -0.001, -0.002, 0.001, 0.045, -0.012, 0.001, 0.000, 0.000, 0.003, -0.003, -0.011, -0.002, 0.001, -0.001, 0.004, 0.005, 0.000, 0.000, 0.000, 0.000, 0.000, 0.000, 0.000, 0.000, -0.003, 0.000, 0.000, 0.000, 0.000, 0.010, -0.033, -0.001, 0.002, 0.001, 0.000, 0.000, 0.000, -0.007, 0.003, 0.001, 0.000, 0.000, 0.002, -0.008, 0.001, -0.002, -0.001, 0.001, 0.000, 0.000, 0.000, 0.000, 0.000, 0.000, 0.005, 0.000, 0.000, 0.000, 0.000, 0.031, 0.001, 0.000, 0.000, 0.000, 0.000]}